{"formula": "C50H113N9O10", "method": "ωB97M-V with the def2-TZVPD basis set", "elements": ["O", "C", "N", "C", "H", "H", "H", "H", "H", "O", "C", "N", "C", "H", "H", "H", "H", "H", "O", "C", "N", "C", "H", "H", "H", "H", "H", "O", "C", "N", "C", "H", "H", "H", "H", "H", "C", "C", "N", "C", "C", "C", "C", "H", "H", "H", "H", "H", "H", "H", "H", "H", "H", "H", "H", "H", "H", "H", "C", "C", "N", "C", "C", "C", "C", "H", "H", "H", "H", "H", "H", "H", "H", "H", "H", "H", "H", "H", "H", "H", "C", "C", "N", "C", "C", "C", "C", "H", "H", "H", "H", "H", "H", "H", "H", "H", "H", "H", "H", "H", "H", "H", "C", "C", "N", "C", "C", "C", "C", "H", "H", "H", "H", "H", "H", "H", "H", "H", "H", "H", "H", "H", "H", "H", "C", "C", "N", "C", "C", "C", "C", "H", "H", "H", "H", "H", "H", "H", "H", "H", "H", "H", "H", "H", "H", "H", "O", "C", "O", "C", "C", "C", "H", "H", "H", "H", "H", "H", "O", "C", "O", "C", "C", "C", "H", "H", "H", "H", "H", "H", "O", "C", "O", "C", "C", "C", "H", "H", "H", "H", "H", "H"], "positions_angstrom": [[-3.349, 2.898, 1.048], [-3.978, 3.909, 0.948], [-4.691, 4.380, 2.019], [-4.219, 4.616, -0.356], [-4.659, 3.907, 2.911], [-5.446, 5.037, 1.892], [-4.430, 3.744, -0.975], [-3.296, 5.100, -0.674], [-4.970, 5.405, -0.401], [0.142, 6.458, -4.194], [0.066, 6.631, -2.982], [0.946, 7.437, -2.422], [-1.132, 5.896, -2.240], [1.787, 7.593, -2.959], [1.034, 7.609, -1.431], [-1.013, 5.889, -1.156], [-1.242, 4.888, -2.640], [-2.088, 6.407, -2.355], [-1.730, -5.500, 1.575], [-1.839, -4.624, 2.388], [-2.373, -3.487, 1.943], [-1.651, -4.946, 3.875], [-2.760, -3.474, 1.010], [-2.424, -2.678, 2.546], [-0.714, -5.432, 4.148], [-2.464, -5.626, 4.129], [-1.838, -4.025, 4.427], [1.172, 3.596, 2.962], [0.542, 4.648, 2.793], [-0.655, 4.595, 2.325], [1.048, 5.958, 3.424], [-1.058, 5.520, 2.290], [-0.951, 3.893, 1.662], [2.008, 5.914, 3.938], [0.353, 6.185, 4.232], [1.218, 6.729, 2.673], [-0.522, 2.134, -0.934], [-1.032, 0.627, -0.991], [-0.102, -0.407, -0.977], [0.552, -0.641, 0.348], [1.964, 0.008, 0.264], [-0.599, -1.730, -1.469], [-0.857, -1.598, -2.989], [0.090, 2.400, -0.072], [-1.334, 2.845, -1.088], [0.028, 2.350, -1.850], [-1.798, 0.500, -0.227], [-1.652, 0.699, -1.884], [-0.039, -0.303, 1.200], [0.878, -1.660, 0.556], [2.765, -0.222, 0.966], [2.417, -0.037, -0.726], [1.709, 1.011, 0.609], [-1.474, -2.107, -0.941], [0.137, -2.533, -1.491], [0.030, -1.127, -3.412], [-1.832, -1.196, -3.267], [-1.032, -2.559, -3.473], [6.315, -4.038, 1.314], [5.187, -3.120, 1.740], [4.255, -3.877, 2.665], [2.859, -3.522, 2.706], [1.963, -4.566, 3.434], [4.894, -4.258, 3.965], [5.342, -3.068, 4.856], [7.017, -4.262, 2.118], [6.771, -3.616, 0.419], [5.851, -4.957, 0.955], [5.625, -2.226, 2.183], [4.583, -2.842, 0.877], [2.578, -3.333, 1.670], [2.554, -2.629, 3.251], [0.919, -4.444, 3.148], [1.919, -4.634, 4.521], [2.285, -5.572, 3.165], [4.181, -4.779, 4.604], [5.804, -4.842, 3.829], [6.187, -2.571, 4.378], [4.525, -2.355, 4.962], [5.780, -3.487, 5.762], [6.584, 3.331, -2.072], [5.510, 3.419, -0.868], [4.233, 4.122, -1.141], [3.389, 4.341, 0.006], [3.869, 5.143, 1.306], [3.379, 3.607, -2.206], [3.186, 2.124, -2.175], [6.481, 4.219, -2.696], [6.625, 2.384, -2.609], [7.569, 3.263, -1.609], [5.375, 2.411, -0.475], [5.949, 4.084, -0.125], [2.382, 4.594, -0.326], [3.014, 3.354, 0.278], [3.100, 5.828, 1.665], [3.808, 4.333, 2.033], [4.898, 5.467, 1.154], [3.948, 3.659, -3.134], [2.461, 4.194, -2.223], [2.302, 1.807, -2.729], [3.094, 1.722, -1.166], [4.032, 1.597, -2.616], [-5.966, -5.409, 2.452], [-6.026, -6.156, 1.123], [-6.017, -5.237, -0.045], [-7.192, -4.422, -0.153], [-7.489, -4.115, -1.646], [-4.839, -4.339, -0.273], [-3.719, -5.228, -0.676], [-6.312, -5.956, 3.329], [-6.604, -4.533, 2.341], [-5.035, -4.886, 2.672], [-5.016, -6.567, 1.139], [-6.815, -6.908, 1.094], [-8.032, -5.023, 0.197], [-7.223, -3.563, 0.517], [-8.553, -4.159, -1.880], [-7.103, -3.133, -1.920], [-7.000, -4.846, -2.291], [-4.679, -3.673, 0.575], [-4.958, -3.712, -1.157], [-3.267, -5.919, 0.035], [-3.023, -4.406, -0.842], [-3.863, -5.769, -1.612], [-4.060, -1.361, -4.936], [-3.449, -0.342, -5.875], [-4.002, 1.059, -5.611], [-5.323, 1.145, -6.346], [-6.241, 2.343, -5.913], [-3.181, 2.074, -6.281], [-2.056, 2.359, -5.185], [-3.833, -1.124, -3.897], [-3.753, -2.399, -5.069], [-5.137, -1.521, -4.894], [-2.362, -0.336, -5.791], [-3.593, -0.693, -6.897], [-5.271, 1.204, -7.433], [-5.872, 0.203, -6.365], [-7.144, 2.449, -6.514], [-6.559, 2.322, -4.870], [-5.779, 3.312, -6.100], [-3.719, 3.018, -6.361], [-2.817, 1.903, -7.294], [-1.460, 3.188, -5.566], [-1.212, 1.674, -5.099], [-2.477, 2.633, -4.218], [5.814, 1.501, 1.888], [5.317, 1.622, 3.009], [5.032, 2.816, 3.450], [4.707, 2.719, 4.844], [4.231, 1.262, 5.000], [4.929, 0.479, 3.936], [3.828, 3.363, 4.851], [5.309, 3.046, 5.692], [3.151, 1.163, 4.891], [4.288, 1.060, 6.069], [4.450, -0.268, 3.303], [5.824, 0.076, 4.409], [6.607, -4.467, -1.939], [5.488, -4.200, -2.284], [4.347, -4.602, -1.648], [3.104, -4.092, -2.308], [3.590, -2.841, -3.120], [5.101, -3.225, -3.350], [2.353, -3.694, -1.626], [2.559, -4.895, -2.803], [3.454, -1.927, -2.542], [3.060, -2.748, -4.069], [5.811, -2.426, -3.565], [5.145, -3.803, -4.274], [-2.847, -1.570, 3.826], [-2.464, -0.471, 3.948], [-1.164, -0.125, 3.733], [-0.951, 1.257, 3.353], [-2.234, 1.901, 3.949], [-3.180, 0.786, 4.373], [-0.839, 1.311, 2.270], [-0.053, 1.722, 3.759], [-2.561, 2.465, 3.075], [-2.055, 2.557, 4.800], [-4.139, 0.883, 3.864], [-3.202, 0.697, 5.459]], "lowdin_spin": [0.00, 0.00, 0.00, 0.00, 0.00, 0.00, 0.00, 0.00, 0.00, 0.00, 0.00, 0.00, 0.00, 0.00, 0.00, 0.00, 0.00, 0.00, 0.00, 0.00, 0.00, 0.00, 0.00, 0.00, 0.00, 0.00, 0.00, 0.00, 0.00, 0.00, 0.00, 0.00, 0.00, 0.00, 0.00, 0.00, 0.00, 0.00, 0.00, 0.00, 0.00, 0.00, 0.00, 0.00, 0.00, 0.00, 0.00, 0.00, 0.00, 0.00, 0.00, 0.00, 0.00, 0.00, 0.00, 0.00, 0.00, 0.00, 0.02, 0.05, 0.64, 0.08, 0.02, 0.05, 0.05, 0.00, 0.00, 0.00, 0.02, 0.00, 0.01, 0.05, 0.00, 0.00, 0.00, 0.00, 0.01, 0.00, 0.00, 0.00, 0.00, 0.00, 0.00, 0.00, 0.00, 0.00, 0.00, 0.00, 0.00, 0.00, 0.00, 0.00, 0.00, 0.00, 0.00, 0.00, 0.00, 0.00, 0.00, 0.00, 0.00, 0.00, 0.00, 0.00, 0.00, 0.00, 0.00, 0.00, 0.00, 0.00, 0.00, 0.00, 0.00, 0.00, 0.00, 0.00, 0.00, 0.00, 0.00, 0.00, 0.00, 0.00, 0.00, 0.00, 0.00, 0.00, 0.00, 0.00, 0.00, 0.00, 0.00, 0.00, 0.00, 0.00, 0.00, 0.00, 0.00, 0.00, 0.00, 0.00, 0.00, 0.00, 0.00, 0.00, 0.00, 0.00, 0.00, 0.00, 0.00, 0.00, 0.00, 0.00, 0.00, 0.00, 0.00, 0.00, 0.00, 0.00, 0.00, 0.00, 0.00, 0.00, 0.00, 0.00, 0.00, 0.00, 0.00, 0.00, 0.00, 0.00, 0.00, 0.00, 0.00, 0.00, 0.00, 0.00, 0.00, 0.00, 0.00, 0.00, 0.00, 0.00], "homo_energy_ev": [-9.176, -9.176], "total_charge": 1, "orbital_gap_ev": [7.2, 2.8], "largest_force_ev_per_a": 5.75, "lumo_ev": [-1.98, -6.38], "energy_ev": -87555.5821, "s_squared": 0.755, "spin_multiplicity": 2}